DFT (wB97M-V/def2-TZVPD) results for the ion C3H13N7OP with charge +1.

```
25
Properties=species:S:1:pos:R:3
C 0.14909 1.43488 -0.88797
C 2.00382 0.19087 2.29942
C -2.22713 -1.26796 -1.52018
N 0.45694 0.16202 -0.66861
N -0.00987 1.93802 -2.14432
N 0.05971 2.37113 0.11731
N 3.26001 0.19312 2.86003
N 1.80622 -0.67139 1.24726
N -1.06128 -2.04870 -1.20068
N 0.35024 -0.42602 0.53603
O 1.02499 0.85331 2.60915
P -0.39984 -2.34879 0.26638
H -2.50146 -1.42813 -2.57306
H -3.05114 -1.89278 -0.99677
H -2.10993 -0.20632 -1.37373
H -0.16754 1.27942 -2.89919
H -0.06922 2.94813 -2.19020
H 0.59163 2.30139 0.97215
H 0.20591 3.31901 -0.16744
H 3.89680 -0.55583 2.73095
H 3.55689 0.74835 3.71582
H 2.59222 -1.04796 0.74517
H -0.52206 -2.48222 -2.05729
H 0.10151 0.15014 1.36965
H -1.66242 -2.05248 0.88485
```

Summary:
- orbital gap (eV) = 10.2
- HOMO (Eh) = -0.4725
- E (eV) = -25080.8315
- net charge = +1
- strongest force on any atom (Eh/bohr) = 0.088
- SMILES = CNP[N@H+](N=C(N)N)NC(N)=O

***

DFT (wB97M-V/def2-TZVPD) results for a structure of composition CH6N2P2.

```
11
Properties=species:S:1:pos:R:3
C -1.14072 -1.33605 0.44250
N -0.83642 -0.12047 0.77378
N 2.84154 0.61441 0.63815
P -0.27842 1.07063 -0.32348
P 2.14615 -0.08751 -0.51409
H -1.32333 -1.86467 1.32468
H -1.27714 -1.77996 -0.61512
H 3.18738 0.00506 1.38982
H -1.23222 1.23539 -1.38027
H -0.68376 2.13113 0.54640
H 2.02817 1.01750 -1.39686
```

Summary:
- orbital gap (eV) = 8.8
- HOMO (Eh) = -0.3148
- E (eV) = -22688.7114
- strongest force on any atom (Eh/bohr) = 0.062

***

DFT (wB97M-V/def2-TZVPD) results for a cluster of 2 separate species, C9H11O3 in total.

```
23
Properties=species:S:1:pos:R:3
C -0.90342 0.17838 -3.84220
C -1.92057 0.99861 -3.00645
O -2.11968 0.71664 -1.85273
O -2.23092 1.97291 -3.67620
H -0.34874 0.78094 -4.48456
H -1.60929 -0.33253 -4.43338
H -0.36812 -0.59108 -3.24303
C -1.57997 0.01397 2.60590
C 1.07501 0.19063 -0.10727
C 2.23264 -0.25445 0.67876
C -0.16963 0.08859 0.59523
C -0.27270 -0.27051 1.97794
C 2.08563 -0.65738 2.03015
C 0.86051 -0.64495 2.66568
O 3.34591 -0.38374 -0.07590
H 1.12857 0.45851 -1.13046
H -1.10983 0.28402 0.03761
H 2.93351 -0.83872 2.59901
H 4.13695 -0.69539 0.42798
H -1.71577 -0.69508 3.53356
H -2.37405 -0.30670 1.96573
H 0.71661 -0.98651 3.64307
H -1.79264 0.97387 3.09153
```

Summary:
- orbital gap (eV) = 6.5
- HOMO (Eh) = -0.1367
- E (eV) = -15654.2198
- net charge = -1
- strongest force on any atom (Eh/bohr) = 0.094

***

DFT (wB97M-V/def2-TZVPD) results for a structure of composition C27H37Cl3N4RuSi4Te.

```
77
Properties=species:S:1:pos:R:3
Ru -0.94950 -0.26384 -1.86836
N 6.00356 -4.97879 -7.84930
C 5.22471 -4.44967 -7.19274
C 4.24931 -3.78663 -6.36829
C 3.89308 -2.46895 -6.64219
C 2.94973 -1.83539 -5.85111
C 2.37326 -2.51186 -4.78046
C 2.73701 -3.82671 -4.50404
C 3.66856 -4.46820 -5.30154
C 1.36244 -1.82822 -3.92953
C 0.13304 -1.55077 -4.47799
C -0.31610 -1.87719 -5.78475
C -1.60580 -1.42275 -5.90141
C -1.92744 -0.83747 -4.66683
N -0.90866 -0.90161 -3.80239
C 1.73712 -1.50464 -2.60683
C 2.99407 -1.71696 -2.04985
C 2.96164 -1.23941 -0.73201
C 1.69556 -0.75157 -0.53472
N 0.91438 -0.89010 -1.65800
H 4.35285 -1.94937 -7.47131
H 2.66820 -0.81134 -6.06097
H 2.28372 -4.35281 -3.67348
H 3.94879 -5.49334 -5.10318
H 0.26769 -2.39652 -6.52712
H -2.25916 -1.49889 -6.75402
H -2.86685 -0.38536 -4.39763
H 3.83234 -2.16360 -2.55906
H 3.76487 -1.24647 -0.01433
H 1.30231 -0.29747 0.35706
C -1.48066 -1.88512 4.39913
Si 0.02006 -0.83727 4.07457
C 0.78509 -0.12942 5.61667
C 1.28100 -1.72774 3.03097
Si -0.61938 1.13362 2.82263
Te -1.30242 0.51011 0.58106
Si 0.92185 2.96296 2.51614
C 2.56957 2.15352 2.17984
C 0.36875 4.02039 1.08665
C 0.89656 3.87146 4.14063
Si -2.79213 1.96507 3.67696
C -2.49753 2.08905 5.50632
C -4.11294 0.72721 3.24690
C -3.06742 3.61790 2.86511
H -1.15988 -2.83938 4.82547
H -2.04168 -2.10312 3.48875
H -2.15452 -1.41823 5.11920
H 1.11754 -0.96542 6.23981
H 0.09280 0.46690 6.21093
H 1.66464 0.47804 5.39558
H 1.64392 -2.59646 3.58804
H 2.14368 -1.10032 2.79924
H 0.85304 -2.09702 2.09785
H 2.53636 1.49733 1.30874
H 2.91768 1.57500 3.03791
H 3.31807 2.92502 1.97979
H 0.26885 3.44058 0.16648
H 1.11987 4.79347 0.90458
H -0.57970 4.52074 1.28378
H 1.12279 3.22170 4.98765
H -0.06101 4.36135 4.32463
H 1.66160 4.65292 4.11332
H -2.35541 1.10984 5.96502
H -3.38898 2.53281 5.96179
H -1.64869 2.72504 5.75912
H -3.93498 -0.24073 3.71575
H -4.20509 0.57898 2.17010
H -5.07256 1.10040 3.61679
H -2.38051 4.37200 3.25269
H -4.08361 3.95472 3.09064
H -2.96204 3.57412 1.78029
Cl -6.34267 0.52419 -1.13822
C -5.37787 1.25559 -2.41995
Cl -5.91265 0.73332 -4.00969
Cl -5.34941 3.01010 -2.28632
C -3.98973 0.78100 -2.24129
N -2.91497 0.40963 -2.12565
```

Summary:
- orbital gap (spin up / spin down) (eV) = 7.1 / 4.6
- HOMO (spin up / spin down) (Eh) = -0.4865 / -0.4859
- E (eV) = -113498.4700
- 2S+1 = 5
- ⟨S²⟩ = 6.035
- net charge = +2
- strongest force on any atom (Eh/bohr) = 0.011

***

DFT (wB97M-V/def2-TZVPD) results for an isolated molecule of C4H10N2.

```
16
Properties=species:S:1:pos:R:3
C 0.44167 -0.14291 -1.99410
C -0.49056 0.51817 -1.03324
C -0.23218 0.17382 0.43189
C 0.43598 -0.95630 0.80709
N 0.69182 -1.06580 2.18677
N -0.88234 1.00912 1.40859
H 1.46041 0.21076 -2.05239
H -0.03264 0.23364 -3.00100
H 0.54442 -1.22462 -2.02122
H -1.54739 0.37512 -1.24145
H -0.30620 1.60144 -1.07618
H 0.91977 -1.65621 0.15740
H 0.59546 -0.17578 2.62382
H 0.75384 -1.99757 2.53016
H -1.84623 1.13779 1.04689
H -0.50583 1.95931 1.22697
```

Summary:
- orbital gap (eV) = 8.6
- HOMO (Eh) = -0.2750
- E (eV) = -7289.0859
- strongest force on any atom (Eh/bohr) = 0.074
- SMILES = CC/C(N)=C/N

***

DFT (wB97M-V/def2-TZVPD) results for a cluster of 4 separate species, CH7O5 in total.

```
13
Properties=species:S:1:pos:R:3
O -0.08153 -2.19577 0.44536
C -0.83838 -1.66483 -0.36926
O -1.36449 -0.51228 -0.31470
H -1.15642 -2.22687 -1.28174
H -1.51747 0.60016 1.29286
H -2.83830 1.33353 1.30491
O -1.90563 1.47857 1.48027
H -0.26761 0.94002 -0.45729
H -0.15148 2.45338 -0.30517
O 0.13017 1.73558 -0.87475
H 3.19182 -1.35852 -0.04917
H 3.07845 0.06479 -0.46865
O 3.72087 -0.64777 -0.40267
```

Summary:
- orbital gap (eV) = 9.1
- HOMO (Eh) = -0.1864
- E (eV) = -11390.3306
- net charge = -1
- strongest force on any atom (Eh/bohr) = 0.014